1.
{
  "formula": "C34H31N2O7PSV",
  "method": "ωB97M-V/def2-TZVPD",
  "gap_ev": 7.4,
  "homo_ev": -11.5,
  "lumo_energy_ev": -4.15,
  "charge": 1,
  "e_above_lowest_kcal_mol": 1.84,
  "species": ["O", "C", "C", "N", "C", "C", "C", "H", "C", "C", "C", "H", "C", "C", "C", "C", "H", "C", "H", "C", "H", "H", "V", "C", "C", "O", "P", "H", "H", "H", "H", "S", "C", "C", "C", "H", "H", "O", "C", "H", "H", "C", "C", "O", "C", "C", "C", "O", "C", "O", "H", "H", "H", "H", "H", "H", "H", "H", "H", "H", "C", "C", "H", "C", "N", "C", "C", "H", "H", "H", "C", "H", "O", "H", "H", "C", "C"],
  "coordinates": [[-0.9534, -1.5178, 1.8638], [4.5524, 1.5503, -1.7776], [-4.3377, 1.3503, -3.6101], [0.8717, -0.6207, 3.4090], [-3.0035, 0.4284, -0.1444], [-0.5579, -1.1156, -2.7887], [-1.3137, -0.9653, -3.9380], [-1.8509, -1.8131, -4.3423], [1.7279, -0.3030, 4.3623], [-1.3901, 0.2740, -4.5623], [3.1444, -4.2810, -0.5992], [0.5966, 2.0699, -2.4970], [1.8412, -1.8319, -0.7170], [3.4709, 0.6962, -1.6388], [-2.9250, 2.5335, -1.5502], [-3.3100, 1.1981, -1.4302], [1.8197, -2.1288, -2.8509], [0.4030, -1.8610, 5.2248], [3.1693, -3.9973, 1.5279], [2.8045, 0.7169, 4.2698], [-1.2051, 1.6709, 0.0060], [-3.0598, -1.5644, 0.6886], [-0.2564, 0.0609, 1.3069], [-0.0955, -2.7644, 6.2992], [2.8753, -3.5858, 0.5715], [-1.9347, -2.8038, 3.4255], [1.0462, -0.2083, -0.7216], [3.5786, 3.9887, 0.3587], [-4.8990, 0.8798, -4.4071], [-3.7000, 0.4919, 1.9413], [-4.4346, -1.1725, -0.3394], [1.1503, 2.8327, 0.9316], [-1.5986, 0.6753, 0.2884], [-3.3569, -1.0538, -0.2244], [-1.0480, -2.0616, 3.0840], [-2.8657, -1.5325, -1.0706], [2.7509, 1.2034, 3.2998], [1.6984, 3.7594, 1.8607], [-0.7080, 1.3615, -4.0402], [3.6472, -5.2378, -0.5554], [2.0129, -1.8253, 1.4317], [-3.2351, 3.2641, -2.6856], [2.4090, 1.0134, -0.7944], [-1.1516, -3.5065, 6.0217], [4.6001, 2.7364, -1.0618], [0.0719, 1.2142, -2.9021], [0.1530, -0.0282, -2.2772], [0.4930, -2.8021, 7.3454], [-4.0131, 0.6146, -2.4763], [0.0822, 3.2399, 0.0625], [-1.9903, 0.3925, -5.4545], [-4.3276, -0.4190, -2.4192], [2.9750, -4.2974, -2.7385], [2.6842, 1.4756, 5.0433], [-4.2038, 3.2471, -4.6027], [-4.8764, 1.0486, 0.7333], [5.3624, 1.2798, -2.4414], [3.4610, -0.2344, -2.1905], [-1.5114, -3.3447, 5.1210], [1.9569, -1.0324, 6.3536], [2.4698, 2.2187, -0.0854], [2.7658, -3.7539, -1.8271], [-2.9257, 4.2983, -2.7551], [0.0457, -1.5873, 3.9395], [1.4699, -1.0442, 5.4671], [2.1156, -2.5318, -1.8904], [-3.8255, 1.0670, 1.0229], [-3.5398, 2.1025, 1.2031], [-0.5072, -2.0809, -2.2977], [5.4467, 3.4022, -1.1575], [2.2224, -2.3650, 0.5151], [-0.7787, 2.3293, -4.5189], [0.7164, 1.5555, 1.7035], [3.7877, 0.2615, 4.3905], [-2.3685, 3.0242, -0.7588], [3.5586, 3.0712, -0.2125], [-3.9496, 2.6749, -3.7207]],
  "mulliken_charge": [-0.34, -0.75, -1.06, -0.09, 3.53, -0.40, -1.35, 0.44, 0.02, -0.52, -0.65, 0.33, 0.37, -0.71, -0.11, 0.20, 0.51, -0.13, 0.47, -1.02, -0.35, 0.38, -0.95, 0.53, -0.77, -0.77, 3.02, 0.60, 0.44, 0.41, 0.51, 1.52, 0.45, -1.99, 0.72, 0.30, 0.00, -0.71, -0.75, 0.42, 0.05, -1.12, -0.20, -0.52, -0.78, -0.60, 0.32, -0.57, -0.02, -0.63, 0.47, 0.45, 0.45, 0.38, 0.44, 0.51, 0.46, 0.44, 0.41, 0.25, 0.51, -0.89, 0.44, 0.16, 0.00, -0.07, -1.81, 0.38, 0.71, 0.43, -0.53, 0.48, -0.33, 0.35, 0.36, -0.66, -0.48]
}

2.
{
  "formula": "C34H32BBr2MoN7O9S2",
  "method": "ωB97M-V/def2-TZVPD",
  "gap_ev": 6.0,
  "homo_ev": -8.3,
  "lumo_energy_ev": -2.25,
  "species": ["H", "H", "O", "H", "O", "H", "C", "C", "H", "H", "H", "C", "C", "O", "H", "H", "H", "C", "H", "H", "C", "H", "C", "S", "C", "C", "H", "C", "C", "C", "H", "H", "O", "C", "H", "N", "H", "C", "C", "C", "C", "N", "C", "N", "C", "B", "O", "H", "C", "H", "C", "C", "H", "H", "C", "C", "Mo", "Br", "H", "C", "C", "H", "H", "C", "H", "N", "O", "C", "N", "C", "H", "O", "C", "O", "N", "S", "H", "H", "O", "C", "N", "C", "H", "Br", "C", "H", "H", "C"],
  "coordinates": [[-0.6060, 1.3027, -2.1577], [0.2116, 4.7737, -0.3289], [-3.2510, -1.4189, -0.4843], [-1.8107, -7.9027, 0.3034], [-1.2237, 1.2067, -1.4183], [0.1183, -5.0257, 4.4609], [1.4075, 0.8913, 3.9267], [1.4767, -2.3718, 2.2495], [-4.5349, 1.5404, 1.7221], [-3.1708, 0.6677, 2.4840], [6.0501, 3.2834, 3.1070], [3.5713, -2.2799, 1.5546], [-1.1553, -1.9277, -1.5942], [0.1190, -1.3242, -1.4409], [2.9513, 0.6436, 1.6704], [1.9594, 3.2896, -8.0019], [-2.7579, -2.0795, -3.0295], [-2.0512, -1.3219, -0.4856], [-0.7164, -8.5312, 1.4681], [4.5721, -3.8710, 2.6822], [-1.1882, -4.1135, 3.0495], [-3.0007, 5.0300, -3.1177], [-1.7621, -1.6464, -2.9718], [2.1907, -3.6482, 3.1985], [-1.2718, -6.5804, 1.7767], [-1.9946, -4.2827, 1.9352], [-1.8521, -0.5744, -3.1289], [-0.4779, -5.1809, 3.5759], [-1.0906, -3.4406, -1.3257], [-2.8663, 2.4360, -0.2357], [1.8775, 3.7585, -0.7453], [-2.5555, -3.4384, 1.5619], [0.8663, 0.9421, 5.0050], [2.3120, 3.1915, -4.6355], [0.0586, -7.2332, 3.3327], [0.0730, 1.7048, 0.9188], [3.6758, 3.1755, -6.2700], [3.3984, 1.2829, 2.4293], [-3.4564, 1.5535, 1.9111], [1.6508, 3.2741, -6.9672], [0.9626, 3.2170, -4.3194], [2.3178, -1.7605, 1.4612], [0.3068, 3.3177, -6.6596], [-1.2783, 3.2887, -4.7131], [-2.0248, 2.3092, -1.3585], [1.0729, 4.0679, 0.0938], [0.8334, 0.3822, 2.8643], [2.8959, 2.4292, 5.5709], [3.7039, -3.3047, 2.4241], [-2.0925, -3.8601, -1.3752], [0.4643, 2.7585, 0.5837], [-0.5233, -6.4080, 2.9495], [0.7015, 3.2878, -2.2039], [0.7131, -1.6861, -2.1110], [-2.9685, 4.3119, -2.3143], [2.6358, 3.2096, -5.9778], [-0.1707, -0.1377, 1.5195], [-5.0363, 5.8471, -1.1273], [4.3522, -1.8660, 0.9413], [4.6027, 1.9363, 2.2344], [-0.0445, 3.2762, -5.3136], [-2.6758, -5.6536, 0.4417], [3.0679, 3.1658, -3.8633], [-2.0564, -5.5131, 1.3154], [-0.4629, -3.9259, -2.0723], [0.2918, 3.1618, -3.1237], [-1.9183, -1.5732, 3.3732], [5.1228, 2.7433, 3.2419], [-1.1712, -7.7346, 1.0585], [-2.0451, 3.2705, -2.3640], [-0.4475, 3.3862, -7.4268], [-0.0481, -2.4348, 4.7495], [2.7592, 1.4725, 3.6533], [-1.3409, -0.7765, 0.4546], [4.5179, 2.8962, 4.4031], [-0.7903, -2.4559, 3.5264], [-3.1850, 2.4525, 2.4746], [-1.1329, -2.0747, -3.7516], [-2.7193, 1.4695, 0.7051], [-3.7986, 4.4086, -1.2200], [0.1870, -2.0205, 2.2662], [-3.7447, 3.5072, -0.1636], [1.6173, 4.5723, 1.0250], [5.5354, 1.7479, 0.6004], [3.3703, 2.2817, 4.6115], [-0.6768, -3.6298, -0.3352], [-4.3768, 3.6509, 0.7000], [-1.0490, 3.2347, -3.4334]],
  "mulliken_charge": [0.16, -0.12, -0.55, 0.20, 0.61, 0.76, 0.12, -0.03, 0.36, 0.11, 0.39, -0.90, 1.84, -0.47, 0.62, 0.38, 0.33, 0.21, 0.20, 0.49, -0.34, 0.60, -1.58, -0.01, 1.21, -0.74, 0.22, -0.56, -1.62, -0.11, -0.21, 0.64, -0.61, -0.86, 0.31, -1.10, 0.39, 0.15, -1.01, -0.42, 0.53, -0.11, -0.82, -0.79, 0.49, 0.62, -0.45, 0.47, -0.30, 0.29, -0.06, -0.76, -0.31, 0.38, -0.76, -0.49, 2.35, -0.22, 0.46, -0.50, 0.33, 0.32, 0.46, -0.82, 0.61, 0.36, -0.79, -0.06, -0.49, 0.80, 0.46, -0.66, 0.46, -0.25, -0.61, 1.28, 0.42, 0.48, 0.36, -0.57, -0.14, -0.66, -0.14, -0.17, -0.57, 0.20, 0.55, -0.26]
}

3.
{
  "formula": "C34H32BFeN5O2PS",
  "method": "ωB97M-V/def2-TZVPD",
  "gap_ev": [7.1, 7.7],
  "multiplicity": 6,
  "homo_ev": [-7.3, -7.9],
  "lumo_energy_ev": [-0.15, -0.24],
  "e_above_lowest_kcal_mol": 0.00,
  "species": ["C", "S", "C", "C", "H", "C", "C", "C", "N", "H", "B", "C", "H", "H", "H", "H", "H", "O", "O", "C", "C", "P", "C", "C", "H", "C", "C", "N", "H", "C", "H", "H", "C", "H", "C", "H", "C", "H", "C", "C", "C", "H", "H", "H", "C", "H", "H", "C", "C", "C", "C", "H", "C", "H", "N", "C", "H", "C", "H", "N", "N", "H", "C", "C", "H", "C", "C", "H", "H", "H", "C", "Fe", "H", "H", "H", "H", "C"],
  "coordinates": [[0.2783, 5.5472, -2.9787], [0.2575, -1.0281, 2.5030], [5.3491, -1.0379, -0.3173], [-2.8059, 0.3723, -0.0024], [8.2549, -3.0749, 1.0975], [0.7324, 3.3207, -2.1982], [5.1806, -1.7851, 0.8334], [-0.0004, 2.6146, 2.4417], [0.5994, 1.0089, -0.1989], [-3.0221, 3.2203, 1.0261], [3.2344, -0.8232, 0.3486], [1.2166, -0.7064, -2.8324], [2.2243, -0.3388, -2.6731], [-1.4048, -0.6406, -4.9539], [-2.3894, -4.2573, -0.8019], [-0.6974, -5.0916, 4.6839], [-0.5671, -5.2928, 2.9402], [4.1769, -0.3989, -0.6179], [3.8855, -1.6549, 1.2723], [-0.2340, -2.7228, 2.4284], [-1.0456, -2.6101, -0.7331], [-0.5800, 2.0054, -0.1755], [-2.5146, -4.6415, 3.5982], [7.4247, -2.5011, 0.7075], [-1.2620, 6.6134, -1.9331], [-0.5704, -1.8490, -1.9228], [-0.9882, 2.6671, 1.4641], [0.6850, -1.3918, -1.8318], [-4.3498, 1.4661, -3.3704], [-0.2521, 3.1084, 3.7135], [6.0518, -3.1078, 2.2797], [8.5541, -1.7496, -0.9531], [0.5121, -0.4370, -4.0006], [-2.9268, -5.6464, 3.7040], [-2.1718, 1.3495, -0.7715], [-0.3743, -2.7606, 4.4287], [-1.4910, 3.6552, 4.0117], [1.7815, 4.2655, -3.8128], [6.2016, -2.5296, 1.3784], [-0.9786, 4.6410, -1.1419], [-2.7300, 1.7335, -1.9869], [-2.2387, 2.4874, -2.5898], [0.4896, 6.3660, -3.6548], [-4.4965, -0.9311, 0.1730], [-0.2647, 3.4497, -1.2349], [-2.8274, -2.9988, 0.3402], [-3.0925, -2.7385, -1.3921], [6.5499, -0.9959, -0.9885], [-2.4242, -3.1748, -0.6562], [-3.9167, 1.1589, -2.4267], [-2.2364, 3.2069, 1.7729], [-2.3858, -1.9109, -3.0672], [-0.9965, -4.6700, 3.7234], [-2.8014, -4.2542, 2.6212], [-0.3826, -3.3563, 3.6193], [-1.3592, -1.5789, -3.0269], [-2.9563, -4.0082, 4.3694], [-3.9967, -0.1878, -0.4354], [6.6729, -0.4056, -1.8862], [-0.1677, -2.7049, 0.2031], [-0.5230, -3.3746, 1.3362], [-2.3612, 0.0590, 0.9380], [-0.8061, -0.8641, -4.0804], [-0.7085, 5.6866, -2.0120], [1.2988, 2.3975, -2.2270], [1.0011, 4.3662, -3.0691], [-4.5527, 0.2041, -1.6479], [0.9555, 2.1687, 2.1935], [-1.6888, 4.0367, 5.0055], [0.5158, 3.0575, 4.4744], [7.5945, -1.7509, -0.4530], [1.0546, -0.7176, 0.2685], [-5.4868, -0.2315, -1.9807], [-1.7415, 4.7571, -0.3818], [0.9755, 0.1170, -4.8045], [-3.4554, 4.1195, 3.2813], [-2.4847, 3.7039, 3.0426]],
  "lowdin_spin": [0.00, 0.14, 0.01, 0.00, 0.00, 0.00, 0.01, 0.00, 0.26, 0.00, 0.16, 0.01, 0.00, 0.00, 0.00, 0.00, 0.00, 0.03, 0.03, 0.02, 0.02, 0.08, 0.00, 0.00, 0.00, 0.01, 0.01, 0.06, 0.00, 0.00, 0.00, 0.00, 0.00, 0.00, 0.01, 0.00, 0.00, 0.00, 0.00, 0.00, 0.00, 0.00, 0.00, 0.00, 0.01, 0.00, 0.00, 0.00, 0.00, 0.00, 0.00, 0.00, 0.00, 0.00, 0.01, 0.00, 0.00, 0.00, 0.00, 0.04, 0.00, 0.00, 0.00, 0.00, 0.00, 0.00, 0.00, 0.00, 0.00, 0.00, 0.00, 4.05, 0.00, 0.00, 0.00, 0.00, 0.00]
}

no.,electronic energy (Ha)
1,-3633.83435
2,-8412.71126
3,-3767.26889